Version A
Formula: C5H6O2
Source: the Open Molecules 2025 dataset
Level of theory: the ωB97M-V functional and the def2-TZVPD basis

The orbital gap comes out at 0.3913 hartree. The SMILES is C#C[C@H](C=O)CO. The LUMO energy is 0.5 eV. As for the molecular weight: 98.10 g/mol.

Each line ends with the Mulliken charge.
Positions of all 13 atoms, in Å:
C -1.362 2.235 0.681  0.22
C -0.937 1.188 0.264  -0.91
C -0.395 -0.095 -0.201  0.28
C -0.367 -1.107 0.949  0.05
O 0.436 -2.014 1.009  -0.53
C 1.010 0.015 -0.827  -0.66
O 1.423 -1.215 -1.347  -0.56
H -1.718 3.182 1.033  0.43
H -1.060 -0.504 -0.978  0.25
H -1.122 -0.969 1.752  0.37
H 1.708 0.399 -0.071  0.33
H 0.996 0.725 -1.657  0.36
H 1.386 -1.840 -0.603  0.38

=====

Version B
Formula: C5H6O2
Source: the Open Molecules 2025 dataset
Level of theory: the ωB97M-V functional and the def2-TZVPD basis

The orbital gap comes out at 0.3520 hartree. The LUMO energy is 0.1 eV. As for the molecular weight: 98.10 g/mol.

Each line ends with the Mulliken charge.
Positions of all 13 atoms, in Å:
O 1.321 -1.840 -0.248  -0.52
C 0.633 -0.929 0.577  -0.50
C 0.042 0.337 -0.148  0.14
C -0.772 0.060 -1.271  -0.27
O -0.185 -0.522 -2.215  -0.52
C -0.371 1.357 0.749  -0.79
C -0.684 2.214 1.551  0.28
H 0.676 -2.240 -0.858  0.33
H -0.184 -1.414 1.135  0.29
H 1.363 -0.549 1.297  0.35
H 0.923 0.237 -1.268  0.32
H -1.802 0.304 -1.538  0.45
H -0.962 2.985 2.236  0.45

=====

Quick one: most stable of them? version A

=====

Version A
Formula: C7H11N2O4
Source: the Open Molecules 2025 dataset
Level of theory: the ωB97M-V functional and the def2-TZVPD basis

The orbital gap comes out at 0.2428 hartree. The SMILES is CC(=O)N1CCN([O-])[C@@]1(O)C(C)=O. The LUMO energy is 3.6 eV. As for the molecular weight: 187.17 g/mol. Its charge is -1.

Each line ends with the Mulliken charge.
Positions of all 24 atoms, in Å:
C 3.288 -0.058 0.122  -1.22
C 1.936 0.678 -0.211  0.82
O 1.870 1.853 -0.089  -0.60
N 0.804 -0.069 -0.387  0.21
C 0.653 -1.499 -0.345  -0.59
C -0.804 -1.771 -0.160  -0.65
N -1.323 -0.640 -0.941  -0.02
O -2.641 -0.455 -0.892  -0.83
C -0.553 0.569 -0.422  0.03
O -0.610 1.445 -1.408  -0.54
C -0.971 0.958 0.994  0.46
C -2.330 1.478 0.990  -0.99
O -0.452 0.387 1.953  -0.65
H 3.404 -0.972 -0.484  0.34
H 3.334 -0.317 1.233  0.24
H 4.075 0.707 0.023  0.36
H 1.312 -1.922 0.470  0.32
H 1.036 -1.900 -1.437  0.25
H -1.212 -2.626 -0.725  0.40
H -0.937 -1.855 0.968  0.21
H -1.524 1.305 -1.736  0.53
H -2.745 0.684 0.238  0.35
H -2.532 2.464 0.401  0.21
H -3.079 1.557 1.845  0.36

=====

Version B
Formula: C7H11N2O4
Source: the Open Molecules 2025 dataset
Level of theory: the ωB97M-V functional and the def2-TZVPD basis

The orbital gap comes out at 0.2482 hartree. The LUMO energy is 3.3 eV. As for the molecular weight: 187.17 g/mol. Its charge is -1.

Each line ends with the Mulliken charge.
Positions of all 24 atoms, in Å:
C 1.022 1.785 0.083  0.81
C -1.368 -0.360 -1.129  0.93
C 0.761 -1.316 0.084  -0.68
C 0.598 -1.514 1.573  -0.80
C -0.271 0.592 0.912  -0.22
C 0.450 2.778 -0.635  -1.26
C -1.248 -1.492 -2.161  -1.17
N -0.429 -0.388 -0.151  0.03
N 0.269 -0.144 2.026  -0.12
O 1.437 0.458 2.586  -0.54
O 2.231 1.523 0.410  -0.80
O -2.237 0.518 -1.120  -0.73
O -1.417 1.237 1.339  -0.59
H 1.582 -0.702 -0.154  0.26
H 0.689 -2.256 -0.386  0.63
H -0.284 -2.092 1.720  0.36
H 1.398 -2.118 1.972  0.41
H 1.870 0.990 1.906  0.45
H -0.560 2.808 -0.892  0.34
H 1.093 3.578 -1.212  0.22
H -0.182 -1.900 -2.078  0.30
H -1.426 -1.039 -3.033  0.44
H -2.045 -2.272 -2.092  0.22
H -1.931 1.325 0.431  0.49

=====

Quick one: most stable of them? version A

=====

Version A
Formula: C6H15NO
Source: the Open Molecules 2025 dataset
Level of theory: the ωB97M-V functional and the def2-TZVPD basis

The orbital gap comes out at 0.3288 hartree. The SMILES is CC/C=C/NCC.O. The LUMO energy is 0.9 eV. As for the molecular weight: 117.19 g/mol.

Each line ends with the Mulliken charge.
Positions of all 23 atoms, in Å:
C 1.018 -1.814 -2.735  -1.29
C 0.839 -2.217 -1.278  -0.26
C 0.315 -1.124 -0.353  -0.23
C 0.768 -1.144 0.893  -0.55
N 0.592 -0.119 1.881  -0.24
C -0.801 0.064 2.300  -0.36
C -1.130 1.598 2.333  -1.09
H 1.737 -2.483 -3.249  0.33
H 1.370 -0.786 -2.838  0.34
H 0.257 -1.910 -3.501  0.34
H 0.307 -3.167 -1.195  0.27
H 1.813 -2.593 -0.951  0.31
H -0.424 -0.467 -0.787  0.41
H 1.468 -1.930 1.173  0.26
H 1.331 -0.207 2.559  0.22
H -1.121 -0.390 3.235  0.33
H -1.461 -0.338 1.538  0.27
H -2.101 1.880 1.943  0.29
H -1.154 1.969 3.365  0.29
H -0.259 2.083 1.901  0.34
O -1.303 4.038 -1.995  -0.63
H -0.556 4.389 -1.547  0.31
H -1.508 4.667 -2.691  0.31

=====

Version B
Formula: C6H15NO
Source: the Open Molecules 2025 dataset
Level of theory: the ωB97M-V functional and the def2-TZVPD basis

The orbital gap comes out at 0.1332 hartree. The LUMO energy is -3.2 eV. As for the molecular weight: 117.19 g/mol.

Each line ends with the Mulliken charge.
Positions of all 23 atoms, in Å:
C -0.953 -0.469 -1.241  -0.54
C -0.517 0.811 -0.568  -0.76
C -0.062 0.602 0.928  -0.75
C 2.562 0.655 -0.166  -0.66
C 2.433 -0.711 0.108  -0.18
C 0.726 -0.684 1.092  -0.67
N -1.889 -1.074 -0.264  -0.49
H -0.126 -1.177 -1.371  0.25
H -1.397 -0.221 -2.213  0.35
H -1.368 1.480 -0.537  0.53
H 0.276 1.289 -1.213  0.28
H -0.951 0.539 1.550  0.49
H 0.568 1.460 1.117  0.42
H 3.332 1.192 0.379  0.31
H 2.862 0.879 -1.239  0.27
H 2.921 -1.329 0.959  0.35
H 2.103 -1.359 -0.752  0.23
H 0.215 -1.593 0.762  0.44
H -2.456 -0.232 0.064  0.20
H -2.537 -1.760 -0.629  0.25
H -3.950 1.373 0.497  0.13
H 1.237 -0.864 2.044  0.49
O -3.028 1.192 0.692  -0.94

=====

Version C
Formula: C6H15NO
Source: the Open Molecules 2025 dataset
Level of theory: the ωB97M-V functional and the def2-TZVPD basis

The orbital gap comes out at 0.3460 hartree. The SMILES is CC(C)(C)C[C@H](N)O. The LUMO energy is 0.8 eV. As for the molecular weight: 117.19 g/mol.

Each line ends with the Mulliken charge.
Positions of all 23 atoms, in Å:
C -0.232 -1.565 -0.449  -1.63
C -0.676 -0.121 -0.319  1.51
C -0.536 0.661 -1.614  -1.51
C -2.485 -0.153 0.094  -1.34
C -0.304 0.596 0.901  -1.21
C 1.517 0.623 0.983  -0.13
N 2.318 0.701 -0.196  -0.52
O 1.860 -0.521 1.739  -0.56
H -0.173 -2.063 0.521  0.33
H -0.942 -2.119 -1.072  0.45
H 0.740 -1.645 -0.942  0.31
H -1.120 0.196 -2.413  0.41
H 0.503 0.674 -1.952  0.30
H -0.868 1.696 -1.493  0.37
H -2.913 0.836 0.271  0.37
H -2.944 -0.565 -0.807  0.39
H -2.655 -0.825 0.936  0.38
H -0.548 0.070 1.824  0.37
H -0.598 1.645 0.896  0.49
H 1.692 1.521 1.586  0.45
H 3.286 0.935 0.016  0.28
H 2.343 -0.212 -0.642  0.19
H 2.737 -0.366 2.131  0.28

=====

Quick one: most stable of them? version C